[1]
{
  "formula": "C36H52BiN2O2PSSe",
  "method": "ωB97M-V/def2-TZVPD",
  "symbols": ["Bi", "O", "C", "C", "C", "C", "C", "C", "C", "N", "C", "C", "N", "C", "C", "C", "C", "C", "C", "C", "O", "H", "H", "H", "H", "H", "H", "H", "H", "H", "H", "H", "H", "H", "H", "C", "C", "C", "C", "C", "C", "Se", "C", "C", "C", "H", "H", "H", "H", "H", "H", "H", "H", "H", "H", "H", "C", "C", "C", "P", "C", "C", "C", "C", "C", "C", "H", "H", "H", "H", "H", "H", "H", "H", "H", "H", "H", "H", "H", "H", "H", "H", "H", "H", "H", "H", "H", "C", "S", "C", "H", "H", "H", "H", "H", "H"],
  "coordinates": [[-0.03215, -0.16817, 1.23125], [-2.36600, -0.26751, 1.54350], [-3.18478, -1.09414, 2.13808], [-4.54139, -1.11521, 1.72712], [-5.46543, -1.95456, 2.30130], [-5.10473, -2.82867, 3.33903], [-3.80428, -2.80577, 3.77437], [-2.83296, -1.96042, 3.20299], [-1.50900, -2.03650, 3.78852], [-0.43602, -1.47040, 3.39227], [0.78158, -1.74021, 4.16754], [2.02401, -1.60687, 3.26331], [1.61498, -1.84779, 1.89350], [2.05470, -2.81646, 1.20722], [1.62970, -3.10019, -0.16009], [2.44671, -3.94732, -0.91800], [2.13443, -4.28322, -2.21644], [0.95046, -3.78106, -2.76402], [0.12325, -2.95706, -2.03016], [0.44620, -2.58042, -0.72095], [-0.42932, -1.80299, -0.07576], [-4.82778, -0.43777, 0.93076], [-6.48949, -1.93588, 1.94725], [-5.83024, -3.49599, 3.78481], [-3.49701, -3.46051, 4.58530], [-1.45026, -2.67531, 4.67837], [0.73845, -2.74520, 4.59391], [0.85939, -1.02854, 4.99014], [2.80947, -2.29303, 3.58712], [2.42305, -0.58801, 3.30730], [2.81691, -3.47683, 1.63611], [3.36091, -4.32094, -0.46437], [2.78516, -4.92596, -2.79415], [0.67834, -4.03353, -3.78271], [-0.79532, -2.56683, -2.45261], [6.67763, -1.87738, -3.65472], [5.58239, -1.37145, -2.74995], [4.32585, -1.06303, -3.24887], [3.31248, -0.54687, -2.44415], [1.98294, -0.23860, -3.08114], [3.57406, -0.31092, -1.08760], [2.35177, 0.70660, -0.02825], [4.80743, -0.70173, -0.54027], [5.13002, -0.59291, 0.93281], [5.79077, -1.21189, -1.38748], [6.56072, -1.48826, -4.66691], [6.67120, -2.96904, -3.71887], [7.65924, -1.57704, -3.28617], [4.12044, -1.21478, -4.30668], [1.72785, -1.01137, -3.80637], [2.01247, 0.72253, -3.60786], [1.19214, -0.19157, -2.33620], [4.22941, -0.43686, 1.52415], [5.79996, 0.24908, 1.13323], [5.63226, -1.50232, 1.27265], [6.75611, -1.47986, -0.96194], [-2.83682, 4.55632, -0.80645], [-2.40266, 3.37183, 0.05995], [-3.53214, 2.96856, 1.02075], [-1.73714, 1.83445, -0.73665], [-3.18356, 1.00121, -1.51720], [-4.15237, 1.78535, -2.40389], [-2.68088, -0.27631, -2.20133], [-0.56257, 2.39912, -2.05919], [0.42690, 3.40664, -1.45174], [-1.05972, 2.87680, -3.42645], [-3.11000, 5.39286, -0.15377], [-3.70812, 4.32049, -1.41775], [-2.05021, 4.90690, -1.46932], [-1.55775, 3.70847, 0.66841], [-4.47158, 2.83946, 0.47492], [-3.69430, 3.74682, 1.77136], [-3.31801, 2.02661, 1.53423], [-3.74533, 0.68630, -0.63082], [-3.66968, 2.29000, -3.23720], [-4.70922, 2.53051, -1.83598], [-4.88629, 1.08735, -2.82138], [-2.08274, -0.04453, -3.09082], [-3.52949, -0.88849, -2.52068], [-2.06703, -0.87340, -1.52403], [0.00805, 1.48535, -2.23652], [0.02251, 4.41976, -1.47323], [1.36047, 3.40386, -2.01870], [0.69562, 3.16561, -0.42072], [-1.61634, 3.81453, -3.37006], [-1.68442, 2.13463, -3.92417], [-0.19100, 3.04931, -4.07174], [-1.61474, 2.48200, 4.32788], [0.06465, 1.86270, 4.14690], [0.68889, 3.07229, 2.96203], [-1.60669, 3.48655, 4.75072], [-2.14085, 1.81114, 5.00667], [-2.12912, 2.48210, 3.36575], [0.11813, 3.03176, 2.03145], [1.72706, 2.82271, 2.74401], [0.63981, 4.07925, 3.37360]],
  "total_energy_ha": -5018.5744,
  "spin_multiplicity": 1,
  "total_charge": 0,
  "homo_ev": -6.89,
  "orbital_gap_ev": 7.120
}

[2]
{
  "formula": "C36H52MnN3OP2S",
  "method": "ωB97M-V/def2-TZVPD",
  "symbols": ["C", "C", "C", "C", "C", "H", "H", "H", "N", "P", "P", "C", "H", "H", "C", "O", "C", "H", "C", "C", "C", "C", "C", "H", "H", "H", "C", "H", "H", "H", "C", "H", "H", "H", "C", "H", "H", "H", "C", "H", "H", "H", "C", "H", "H", "H", "C", "H", "H", "H", "C", "H", "H", "H", "C", "H", "H", "H", "C", "H", "H", "H", "C", "H", "H", "H", "C", "H", "H", "H", "Mn", "N", "C", "C", "C", "C", "C", "H", "C", "H", "C", "H", "H", "H", "S", "C", "N", "C", "C", "C", "C", "H", "H", "H", "H", "H"],
  "coordinates": [[0.78932, 2.67650, 0.76118], [0.18281, 2.14406, -1.42873], [1.04641, 3.99782, 0.41127], [0.70874, 3.38240, -1.85641], [1.06464, 4.34696, -0.92990], [1.30282, 4.70439, 1.20823], [0.65013, 3.56527, -2.91036], [1.24605, 5.35121, -1.23809], [0.37196, 1.73818, -0.11951], [1.25654, 0.41769, 2.34144], [-1.44493, -0.02847, -1.78241], [0.99983, 2.23297, 2.21711], [1.84006, 2.77385, 2.69432], [0.13194, 2.50020, 2.84703], [-0.29125, -1.97352, 1.18626], [-0.34905, -3.08606, 1.57970], [-0.62718, 1.42988, -2.37772], [-0.10490, 1.27184, -3.34207], [-1.43027, -1.60087, -2.94900], [-2.98331, 1.05283, -2.11125], [3.14007, 0.24985, 2.05667], [0.81107, 0.02083, 4.15779], [-0.83287, -2.81521, -2.21897], [-1.39044, -3.07404, -1.30729], [-0.88948, -3.68299, -2.89641], [0.22025, -2.66377, -1.96008], [-2.86716, -1.96489, -3.34146], [-3.48287, -2.19728, -2.46025], [-3.34940, -1.18308, -3.94172], [-2.82580, -2.87783, -3.95605], [-0.58557, -1.30320, -4.18607], [-0.62920, -2.19703, -4.82911], [-0.97766, -0.47486, -4.78642], [0.46931, -1.10981, -3.93777], [-4.22134, 0.33850, -1.60905], [-4.03321, -0.16750, -0.65175], [-4.99107, 1.10602, -1.44690], [-4.59878, -0.38720, -2.33337], [-2.84434, 2.37305, -1.32748], [-2.70905, 2.18328, -0.25406], [-2.00338, 2.98301, -1.67073], [-3.73606, 2.98124, -1.52757], [-3.00059, 1.34419, -3.63686], [-2.11646, 0.99028, -4.18822], [-3.89022, 0.91142, -4.11044], [-3.01233, 2.43316, -3.78335], [1.11384, -1.46044, 4.44405], [0.63486, -1.73489, 5.39790], [0.71424, -2.12868, 3.66767], [2.18914, -1.65032, 4.55519], [-0.69388, 0.25806, 4.36124], [-0.98764, 1.29011, 4.13346], [-1.30281, -0.41661, 3.74786], [-0.94109, 0.06369, 5.41679], [1.55576, 0.92451, 5.15454], [1.00919, 0.89688, 6.10950], [2.57254, 0.57590, 5.36635], [1.59032, 1.97353, 4.83113], [3.53966, 0.85241, 0.70128], [4.63824, 0.91244, 0.64342], [3.24727, 0.20204, -0.12237], [3.11118, 1.84288, 0.51974], [3.49229, -1.24762, 2.04677], [2.89723, -1.80038, 1.30575], [4.55353, -1.35337, 1.77083], [3.35518, -1.72362, 3.02348], [3.96654, 0.99362, 3.11052], [3.67630, 2.04758, 3.19944], [3.93693, 0.51613, 4.09398], [5.01587, 0.97733, 2.77959], [-0.17474, -0.33611, 0.53569], [1.23300, -0.92465, -0.57432], [1.90116, -0.65576, -1.52559], [2.65315, -0.48837, -2.67859], [3.53898, -1.58774, -2.78779], [2.80619, 0.59199, -3.60844], [4.55090, -1.62489, -3.69418], [3.41681, -2.40060, -2.07815], [3.82685, 0.52656, -4.55838], [2.16826, 1.48474, -3.62314], [4.71663, -0.58014, -4.61077], [5.21407, -2.50763, -3.66862], [4.00003, 1.32910, -5.29903], [5.53702, -0.62255, -5.33963], [-2.14608, 0.36934, 1.35671], [-3.20715, -0.92055, 1.87142], [-3.85386, -0.68528, 3.05649], [-4.65693, -1.59194, 3.67971], [-4.89079, -2.80715, 3.04021], [-4.30891, -3.06004, 1.79300], [-3.45979, -2.12677, 1.20730], [-3.67304, 0.22216, 3.51101], [-5.06660, -1.29306, 4.63615], [-5.53555, -3.53179, 3.52009], [-4.51717, -4.00465, 1.27863], [-2.97090, -2.29865, 0.24796]],
  "s2": 8.89,
  "total_energy_ha": -3874.0055,
  "spin_multiplicity": 6,
  "total_charge": 1,
  "homo_ev": [-6.60, -10.18],
  "orbital_gap_ev": [3.165, 6.367]
}

[3]
{
  "formula": "C36H52N3O3Pt",
  "method": "ωB97M-V/def2-TZVPD",
  "symbols": ["Pt", "C", "C", "C", "C", "C", "C", "C", "N", "C", "C", "C", "C", "C", "C", "O", "C", "C", "C", "C", "C", "C", "C", "C", "C", "O", "C", "C", "C", "C", "C", "C", "H", "H", "H", "H", "H", "H", "H", "H", "H", "H", "H", "H", "H", "H", "H", "H", "H", "H", "H", "H", "H", "H", "H", "H", "H", "H", "H", "H", "H", "H", "H", "H", "H", "H", "H", "H", "H", "H", "H", "H", "N", "C", "C", "C", "C", "C", "N", "H", "H", "H", "H", "H", "H", "C", "C", "C", "O", "H", "H", "H", "H", "H", "H"],
  "coordinates": [[-0.54506, -0.29370, -2.32195], [-3.77248, 0.51741, 3.67916], [-3.09638, 1.84796, 3.33362], [-2.25390, 2.38814, 4.52465], [-4.22354, 2.89248, 3.10478], [-2.20224, 1.70833, 2.07509], [-1.88634, 0.44646, 1.56241], [-1.11279, 0.42738, 0.41551], [-0.53884, -0.73820, -0.17113], [0.61935, -1.25499, 0.23590], [1.01836, -1.32177, 1.57971], [2.21416, -1.97345, 1.86626], [2.93783, -2.59575, 0.80758], [2.66648, -2.41475, -0.55009], [1.47452, -1.68135, -0.83398], [1.09813, -1.42817, -2.04260], [3.60584, -2.84526, -1.66048], [2.84314, -3.84514, -2.57116], [4.85506, -3.53662, -1.10594], [4.00578, -1.59906, -2.43864], [2.77036, -2.10750, 3.29780], [3.15136, -3.63920, 3.57427], [4.07739, -1.26715, 3.42857], [1.78577, -1.64971, 4.35831], [-0.67181, 1.59930, -0.25455], [0.08306, 1.36080, -1.37798], [-0.96472, 2.81843, 0.33022], [-1.70517, 2.81994, 1.50923], [-0.25752, 4.15179, -0.15623], [1.25524, 4.07076, 0.05984], [-0.59113, 4.41935, -1.63320], [-0.78328, 5.40884, 0.65627], [-4.56542, 0.62613, 4.43108], [-2.98734, -0.18950, 3.92749], [-4.28569, 0.09673, 2.83206], [-2.90056, 2.43865, 5.44226], [-1.85416, 3.39265, 4.41492], [-1.42652, 1.72966, 4.70076], [-4.94482, 2.85970, 3.91265], [-4.78587, 2.55399, 2.20358], [-3.95172, 3.93198, 2.94877], [-2.32069, -0.43226, 2.01948], [0.31503, -0.90503, 2.33969], [3.80288, -3.15952, 1.12191], [2.55567, -4.67542, -1.94561], [3.51214, -4.23047, -3.32402], [1.99810, -3.37679, -3.07114], [4.59423, -4.54094, -0.67694], [5.33969, -2.96328, -0.31667], [5.58956, -3.65385, -1.94313], [3.13042, -1.05444, -2.76569], [4.56171, -1.84425, -3.35346], [4.57842, -0.85828, -1.82427], [4.17587, -3.75610, 3.24249], [2.39391, -4.32534, 3.23158], [3.15977, -3.74821, 4.71069], [4.86448, -1.68112, 2.78516], [4.43897, -1.30054, 4.44048], [3.83461, -0.18468, 3.17095], [0.88650, -2.27680, 4.38853], [1.45277, -0.63051, 4.16029], [2.21294, -1.53619, 5.38501], [-1.81127, 3.73858, 2.08074], [1.72913, 3.20090, -0.43649], [1.49241, 4.06074, 1.10275], [1.75670, 4.95734, -0.27523], [-0.26304, 3.54259, -2.26552], [-0.00153, 5.21602, -2.02958], [-1.65063, 4.57248, -1.79596], [-0.50417, 5.36937, 1.67569], [-1.84644, 5.62638, 0.63255], [-0.38118, 6.31713, 0.24421], [-0.68688, 2.18177, -4.18408], [-1.95297, 1.86497, -3.86903], [-3.00210, 2.38922, -4.56830], [-4.34020, 1.94633, -4.34989], [-4.51203, 0.90753, -3.46703], [-3.37602, 0.50237, -2.69417], [-2.13161, 0.88670, -2.93891], [-0.56308, 2.83034, -4.94876], [0.14745, 1.96082, -3.57688], [-2.75176, 3.21475, -5.28242], [-5.07074, 2.42415, -4.98659], [-5.52144, 0.56725, -3.14625], [-3.49389, -0.26889, -1.93771], [-1.10648, -3.55305, -1.64023], [-1.08021, -3.11132, -3.02568], [-1.02485, -4.13205, -4.06482], [-1.13909, -1.91638, -3.43945], [-1.78618, -4.38406, -1.54417], [-1.42581, -2.77967, -0.90576], [-0.11079, -3.83389, -1.32360], [-0.00769, -4.47557, -3.96019], [-1.16713, -3.78807, -5.10536], [-1.64797, -5.02634, -3.84399]],
  "s2": 2.03,
  "total_energy_ha": -1912.0013,
  "spin_multiplicity": 3,
  "total_charge": 1,
  "homo_ev": [-10.22, -10.36],
  "orbital_gap_ev": [7.452, 5.849]
}

[4]
{
  "formula": "C36H52N3OP2Sn",
  "method": "ωB97M-V/def2-TZVPD",
  "symbols": ["C", "C", "C", "C", "C", "H", "H", "H", "N", "P", "P", "C", "H", "H", "C", "H", "C", "C", "C", "C", "C", "H", "H", "H", "C", "H", "H", "H", "C", "H", "H", "H", "C", "H", "H", "H", "C", "H", "H", "H", "C", "H", "H", "H", "C", "H", "H", "H", "C", "H", "H", "H", "C", "H", "H", "H", "C", "H", "H", "H", "C", "H", "H", "H", "C", "H", "H", "H", "Sn", "C", "O", "N", "C", "C", "C", "C", "C", "H", "C", "H", "C", "H", "H", "H", "C", "C", "C", "N", "C", "C", "H", "H", "H", "H", "H"],
  "coordinates": [[-1.16219, 0.02163, -2.77605], [-1.50586, 1.88479, -1.41169], [-2.10195, 0.47437, -3.69578], [-2.30800, 2.49267, -2.42403], [-2.59404, 1.78134, -3.57205], [-2.36905, -0.17383, -4.53091], [-2.70877, 3.48924, -2.22539], [-3.22370, 2.20897, -4.35373], [-0.72706, 0.81028, -1.78296], [1.12675, -1.37181, -2.21390], [-0.75147, 2.09373, 1.43777], [-0.59516, -1.38952, -2.83785], [-1.20838, -2.06470, -2.21488], [-0.66879, -1.78344, -3.86242], [-1.61120, 2.34082, -0.07783], [-2.22582, 3.25887, -0.04932], [-2.34162, 2.12451, 2.56553], [0.57605, 3.48093, 1.99518], [1.50917, -3.12053, -1.64604], [2.11690, -0.69346, -3.67678], [-2.10447, 1.02487, 3.60270], [-1.23932, 1.23455, 4.24461], [-2.99235, 0.94149, 4.24239], [-1.93859, 0.05270, 3.12857], [-2.55742, 3.48801, 3.21919], [-1.75091, 3.79577, 3.89167], [-2.71866, 4.26633, 2.46373], [-3.48027, 3.43403, 3.81595], [-3.60697, 1.83556, 1.74803], [-4.45391, 1.72181, 2.44172], [-3.84467, 2.64635, 1.04994], [-3.51014, 0.90982, 1.17564], [0.91991, 3.20975, 3.46841], [1.33512, 2.20106, 3.60011], [1.68603, 3.92993, 3.79244], [0.06512, 3.31295, 4.14671], [1.85654, 3.33782, 1.16459], [2.30227, 2.33938, 1.27305], [1.68992, 3.54592, 0.10079], [2.60098, 4.06523, 1.52908], [0.01119, 4.87805, 1.75951], [-0.88931, 5.09216, 2.34114], [0.77163, 5.61727, 2.05576], [-0.21591, 5.03333, 0.69673], [3.60910, -0.96957, -3.42462], [4.17982, -0.60617, -4.29384], [3.97681, -0.43049, -2.53746], [3.82214, -2.04119, -3.31930], [1.92037, 0.83421, -3.79815], [0.86668, 1.10681, -3.93420], [2.33082, 1.38029, -2.93383], [2.46550, 1.17537, -4.69470], [1.62714, -1.34291, -4.97740], [2.27292, -0.99945, -5.79935], [1.67319, -2.43858, -4.94734], [0.60095, -1.03625, -5.22135], [0.36698, -3.61757, -0.73928], [-0.55617, -3.79744, -1.30608], [0.67083, -4.57514, -0.28852], [0.14598, -2.90946, 0.07058], [2.81965, -3.10320, -0.83713], [2.72515, -2.47564, 0.05859], [3.04069, -4.13361, -0.51846], [3.67428, -2.74322, -1.42436], [1.63465, -4.04447, -2.86826], [0.73214, -4.02415, -3.49669], [2.51308, -3.81584, -3.48839], [1.75507, -5.07554, -2.50050], [1.04164, 0.34851, -0.28433], [3.87647, 1.59773, -1.16091], [4.55563, 2.33675, -0.60072], [-0.72216, -0.51337, 0.59413], [-1.93200, -0.48333, 0.56946], [-3.01948, -1.43249, 0.75220], [-2.73039, -2.58577, 1.50004], [-4.31766, -1.24364, 0.23199], [-3.73091, -3.51970, 1.76487], [-1.71767, -2.73685, 1.88838], [-5.32044, -2.16978, 0.52960], [-4.53014, -0.36373, -0.37782], [-5.03715, -3.30138, 1.30759], [-3.49046, -4.40865, 2.35270], [-6.34019, -2.00507, 0.17409], [-5.83416, -4.00296, 1.57111], [3.91573, -1.65530, 3.85518], [2.61624, -2.14599, 3.69699], [1.81373, -1.63320, 2.67257], [2.26400, -0.71343, 1.78928], [3.50836, -0.21672, 1.96564], [4.36042, -0.66104, 2.97884], [4.56456, -2.04029, 4.64673], [2.19480, -2.91775, 4.33949], [0.77889, -1.96367, 2.54965], [3.84508, 0.55815, 1.26204], [5.35786, -0.22280, 3.05192]],
  "total_energy_ha": -2538.4613,
  "spin_multiplicity": 1,
  "total_charge": 3,
  "homo_ev": [-16.59, -16.29],
  "orbital_gap_ev": [5.726, 5.768]
}